(1)
Density functional theory data (wB97M-V/def2-TZVPD) for 2 unconnected molecules or ions with the total composition C3H10N2O2 at a distorted geometry.

Results
structure (SMILES)	CNC(=O)CN.O
energy relative to the best compared isomer or geometry (same formula, charge and spin)	61.44	kcal/mol
E	-10346.8235	eV
HOMO energy	-9.12	eV
frontier orbital gap	9.3485	eV

Each line ends with the Löwdin charge.
Positions of all 17 atoms, in Å:
N 1.92296 1.56029 -0.13903  0.0196
C 1.17035 1.54562 1.09823  -0.1748
C -0.36143 1.22556 0.82209  -0.4332
N -0.45761 0.11515 -0.01582  0.0119
C -1.73167 -0.56088 0.14607  -0.0583
O -1.29044 1.69078 1.52585  0.0121
H 2.39432 0.77468 -0.47970  0.0573
H 1.41673 2.06093 -0.76728  0.0340
H 1.49282 0.67772 1.70095  0.1220
H 0.96844 2.44458 1.74501  0.1225
H 0.18036 0.13688 -0.73129  0.0797
H -1.53194 -1.54199 -0.02240  0.0412
H -2.28302 -0.25449 0.98518  0.0718
H -2.35848 -0.33433 -0.73179  0.0952
H 1.41532 -4.38262 -2.32642  0.0739
H 0.26940 -3.85904 -1.78090  0.0218
O 0.45483 -4.27981 -2.63907  -0.0968

(2)
Density functional theory data (wB97M-V/def2-TZVPD) for 2 unconnected molecules or ions with the total composition C4H12 at a distorted geometry.

Results
structure (SMILES)	CC.CC
energy relative to the best compared isomer or geometry (same formula, charge and spin)	18.71	kcal/mol
E	-4341.7168	eV
HOMO energy	-11.30	eV
frontier orbital gap	12.4222	eV

Each line ends with the Löwdin charge.
Positions of all 16 atoms, in Å:
C -1.21771 -1.48550 0.75664  -0.1619
C -2.00902 -0.47377 1.64220  -0.1488
H -1.34411 -0.99376 -0.23719  0.0677
H -0.12712 -1.42099 0.92720  0.0611
H -1.51149 -2.47911 0.76563  0.0256
H -1.36946 0.36002 1.47920  0.0356
H -2.26797 -0.81795 2.59344  0.0343
H -2.95510 -0.15763 1.08525  0.0853
C 1.49364 1.26814 -0.48124  -0.2168
C 1.70251 0.57741 -1.73973  -0.2186
H 0.42101 1.59350 -0.47027  0.0780
H 1.82907 0.74382 0.42563  0.0665
H 2.14890 2.18991 -0.39277  0.0833
H 2.69287 0.15022 -1.81822  0.0616
H 0.99842 -0.27625 -1.92846  0.0758
H 1.51557 1.22191 -2.60730  0.0712

Q: Which value of frontier orbital gap does entry 2 give?
A: 12.4222 eV